105
Properties=species:S:1:pos:R:3:lowdin_spin:R:1 method="wB97M-V/def2-TZVPD" total_charge=+1 s_squared=0.76 multiplicity=2 lumo_ev="-2.37 / -3.05" orbital_gap_ev="6.631 / 5.948" de_lowest_kj_mol=77.0 largest_force_ev_per_a=3.05
Ir -0.516 0.070 1.057 0.01
C 1.975 3.140 2.265 0.00
C 2.540 1.831 1.692 0.00
C 2.364 0.564 2.536 0.00
N 1.064 -0.080 2.583 0.00
C 0.927 -1.120 3.377 0.00
C 2.009 -1.712 4.076 0.00
C 2.028 -2.608 5.126 0.00
C 0.976 -3.077 5.902 0.00
C -0.371 -2.927 5.617 0.00
C -0.956 -2.431 4.466 0.00
C -0.395 -1.763 3.359 0.00
N -1.042 -1.638 2.215 0.00
C -2.254 -2.381 1.930 0.00
C -2.614 -2.242 0.453 0.00
C -3.393 -0.979 0.162 0.00
N -2.625 0.183 0.538 0.00
C -3.217 1.356 0.638 0.00
C -4.493 1.593 0.089 0.00
C -5.355 2.669 0.214 0.00
C -5.160 3.890 0.833 0.00
C -3.967 4.351 1.372 0.00
C -2.768 3.693 1.558 0.00
C -2.428 2.330 1.389 0.00
N -1.338 1.825 1.932 0.00
C -0.457 2.599 2.771 0.00
C 0.521 3.458 1.949 0.00
H 2.584 3.964 1.886 0.00
H 2.115 3.120 3.351 0.00
H 3.628 1.970 1.715 0.00
H 2.779 0.602 0.014 0.01
H 2.694 0.805 3.553 0.00
H 3.088 -0.156 2.124 0.00
H 2.986 -1.439 3.701 0.00
H 3.016 -2.938 5.427 0.00
H 1.236 -3.637 6.791 0.00
H -1.061 -3.333 6.348 0.00
H -2.031 -2.551 4.407 0.00
H -3.092 -2.040 2.553 0.00
H -2.085 -3.439 2.159 0.00
H -3.207 -3.099 0.128 0.00
H -1.692 -2.219 -0.130 0.00
H -4.329 -0.990 0.733 0.00
H -3.654 -0.969 -0.906 0.00
H -4.880 0.778 -0.507 0.00
H -6.327 2.531 -0.249 0.00
H -5.999 4.575 0.847 0.00
H -3.977 5.385 1.698 0.00
H -1.977 4.300 1.978 0.00
H 0.108 1.879 3.359 0.00
H -1.032 3.207 3.474 0.00
H 0.351 4.519 2.145 0.00
H 0.337 3.286 0.890 0.00
O 0.884 1.374 -0.131 0.22
C 2.248 1.550 0.224 0.01
C 2.763 2.528 -0.811 0.01
C 3.705 3.531 -0.681 0.00
C 4.014 4.314 -1.789 0.01
C 3.416 4.084 -3.018 0.00
C 2.494 3.055 -3.164 0.01
C 2.167 2.293 -2.054 0.02
P 0.957 0.940 -2.011 0.39
C -0.687 1.561 -2.382 0.02
C -0.980 2.916 -2.239 0.02
C -2.266 3.373 -2.476 0.00
C -3.267 2.485 -2.841 0.02
C -2.981 1.133 -2.973 0.00
C -1.696 0.666 -2.744 0.02
C 1.531 -0.033 -3.490 0.12
C 0.882 -0.160 -4.714 0.03
C 1.406 -1.001 -5.686 0.00
C 2.560 -1.733 -5.445 0.02
C 3.213 -1.607 -4.225 0.00
C 2.695 -0.768 -3.253 0.03
H 4.197 3.722 0.265 0.00
H 4.738 5.112 -1.688 0.00
H 3.670 4.704 -3.868 0.00
H 2.040 2.849 -4.126 0.00
H -0.197 3.606 -1.947 0.00
H -2.489 4.428 -2.379 0.00
H -4.271 2.845 -3.020 0.00
H -3.761 0.438 -3.258 0.00
H -1.474 -0.386 -2.833 0.00
H -0.009 0.422 -4.919 0.00
H 0.915 -1.073 -6.649 0.00
H 2.957 -2.388 -6.209 0.00
H 4.120 -2.165 -4.026 0.00
H 3.194 -0.669 -2.293 0.00
O -0.226 -2.566 -1.940 0.00
C 0.653 -2.508 -0.970 0.01
O 0.794 -1.532 -0.256 0.02
C 1.466 -3.794 -0.796 0.00
N 1.254 -4.648 -1.974 0.00
C 0.727 -5.957 -1.546 0.00
C -0.025 -5.618 -0.265 0.00
C 0.905 -4.599 0.397 0.00
H 2.506 -3.513 -0.629 0.00
H 2.071 -4.721 -2.564 0.00
H -0.005 -3.426 -2.400 0.00
H 1.528 -6.676 -1.346 0.00
H 0.086 -6.372 -2.324 0.00
H -0.202 -6.488 0.363 0.00
H -0.987 -5.156 -0.502 0.00
H 1.727 -5.112 0.896 0.00
H 0.407 -3.959 1.126 0.00